Entry from OMol25: a molecular structure, C20H37N3O2 (ωB97M-V with the def2-TZVPD basis set).

XYZ file:
```
62
Properties=species:S:1:pos:R:3:nbo_charge:R:1
C 1.401 2.276 -2.304 -0.64
H 1.231 1.869 -3.367 0.21
H 2.590 2.483 -2.383 0.21
H 0.943 3.221 -2.304 0.22
C 0.903 1.137 -1.445 -0.18
N 1.192 1.546 0.121 -0.47
C 0.696 2.781 0.757 -0.16
C 1.938 3.912 0.347 -0.46
H 1.886 4.417 -0.593 0.21
H 1.966 4.608 1.237 0.21
C 3.136 3.191 0.606 -0.39
H 3.543 3.174 1.473 0.20
H 3.974 3.072 -0.263 0.20
C 2.694 1.641 0.403 -0.10
C 2.876 0.669 1.495 -0.16
N 2.100 -0.600 1.653 -0.61
C 2.399 -1.606 0.583 0.61
O 3.222 -1.426 -0.207 -0.56
C 1.413 -2.466 0.486 -0.13
N -0.044 -1.964 0.467 -0.54
C -0.810 -1.540 1.267 0.65
O -0.474 -1.422 2.666 -0.81
C -2.156 -0.896 1.075 -0.24
C -2.283 0.505 1.640 -0.43
C -3.635 1.174 1.057 -0.38
C -4.068 0.885 -0.146 -0.37
C -3.460 1.657 -1.092 -0.56
H -3.822 1.884 -2.130 0.24
H -3.737 2.829 -0.660 0.18
H -2.361 1.652 -1.048 0.19
C -3.999 -0.481 -0.649 -0.39
C -2.618 -1.152 -0.564 -0.44
H -1.884 -0.513 -1.059 0.20
H -2.590 -2.299 -0.783 0.23
H -4.349 -0.740 -1.640 0.22
H -4.645 -1.012 0.031 0.21
H -5.194 1.113 -0.306 0.22
H -3.656 2.075 1.860 0.29
H -4.321 0.502 1.985 0.17
H -1.621 1.169 0.980 0.18
H -1.841 0.442 2.674 0.30
H -2.986 -1.512 1.882 0.23
H -0.412 -1.945 -0.574 0.41
H 1.267 -3.139 1.589 0.29
C 1.506 -3.622 -0.539 -0.23
C 0.894 -4.970 -0.201 -0.60
H 0.996 -5.395 0.857 0.23
H 1.091 -5.844 -0.862 0.24
H -0.289 -4.557 -0.380 0.16
C 1.317 -3.155 -1.865 -0.64
H 0.429 -3.000 -2.218 0.19
H 2.043 -2.269 -2.133 0.26
H 2.015 -3.926 -2.685 0.22
H 2.728 -4.035 -0.221 0.22
H 1.487 -0.776 2.250 0.40
H 2.567 1.300 2.719 0.14
H 3.934 0.425 1.661 0.20
H 3.110 1.062 -0.403 0.20
H 0.557 2.865 1.668 0.17
H 0.039 3.235 0.356 0.17
H -0.151 1.181 -1.413 0.20
H 1.324 0.308 -1.408 0.19
```

Its molar mass is 351.53 Da. The LUMO energy is 0.50 eV. Its energy above the lowest of the compared OMol25 structures with the same formula, charge and spin is 2085.10 kJ/mol. As for the total energy: -1098.30442 Ha. Its HOMO energy is -8.048 eV. The orbital gap is 0.3141 Ha.